Entry 1:
{
  "formula": "C17H34N",
  "method": "ωB97M-V/def2-TZVPD",
  "species": ["N", "C", "C", "C", "C", "C", "C", "C", "C", "C", "C", "C", "C", "C", "C", "C", "C", "C", "H", "H", "H", "H", "H", "H", "H", "H", "H", "H", "H", "H", "H", "H", "H", "H", "H", "H", "H", "H", "H", "H", "H", "H", "H", "H", "H", "H", "H", "H", "H", "H", "H", "H"],
  "xyz": [[4.251, -1.093, 0.508], [-0.531, 2.328, -0.739], [4.038, 0.432, 0.573], [-6.942, -1.564, -0.085], [3.272, -1.377, -0.471], [1.867, 1.475, -0.079], [0.343, 1.811, 0.599], [4.174, -1.884, 1.889], [-4.217, -0.051, -0.158], [-3.215, 0.749, -0.341], [5.965, -0.482, -1.408], [5.837, -1.052, -0.152], [-2.769, 1.932, 0.506], [5.992, 0.072, -2.378], [-1.954, 2.960, -0.013], [2.555, 0.796, 1.254], [-4.514, -1.323, -0.886], [-5.590, -2.519, -0.284], [2.222, -1.422, -0.182], [1.785, 0.481, -0.771], [-5.181, -2.679, 0.685], [-1.799, 3.726, 0.806], [5.923, -2.384, -0.409], [3.590, -2.534, -0.645], [-3.593, 2.251, 0.933], [-7.641, -2.528, 0.359], [0.009, 3.015, -1.092], [-3.715, -2.019, -1.181], [-7.023, -0.979, 0.810], [2.277, 2.337, -0.549], [0.551, 2.403, 1.313], [0.036, 0.825, 0.897], [6.459, -0.755, 0.550], [-5.731, -3.206, -1.092], [4.509, -2.857, 1.533], [-2.274, 0.123, -0.505], [-5.050, -0.979, -1.784], [-0.745, 1.629, -1.482], [-3.796, -0.451, 1.052], [2.150, -0.169, 1.661], [6.092, 0.590, -3.442], [-2.419, 1.517, 1.438], [3.394, -1.213, -1.543], [2.667, 1.559, 1.963], [-5.070, 0.377, 0.155], [4.319, 1.026, -0.273], [-7.354, -1.190, -1.027], [3.261, -1.652, 2.060], [4.630, 0.830, 1.515], [-3.554, 1.182, -1.421], [4.953, -1.343, 2.323], [-2.441, 3.276, -0.992]],
  "lowdin_charge": [-0.2864, -0.0618, -0.1378, -0.1163, -0.1106, -0.1268, -0.0955, 0.1480, -0.3530, -0.3292, -0.2212, -0.0332, -0.2938, 0.1503, -0.1602, -0.1208, -0.1904, -0.1408, 0.1130, 0.1239, 0.0679, 0.1362, 0.2345, 0.1516, 0.0698, 0.1175, -0.0021, 0.0968, 0.0319, 0.0880, 0.0174, 0.0844, 0.0675, 0.0789, 0.1177, 0.1431, 0.0979, 0.0758, 0.2016, 0.1065, 0.1386, 0.1186, 0.1165, 0.0798, 0.0805, 0.1023, 0.0544, 0.0163, 0.1539, 0.1842, 0.0910, 0.1237],
  "e_lumo_ev": -3.0177,
  "de_lowest_kj_mol": 1402.8,
  "mol_weight_g_mol": 252.5,
  "charge": 1,
  "homo_lumo_gap_ev": 7.8936,
  "homo_ev": -10.9
}



Entry 2:
{
  "formula": "C17H34N5O13P2",
  "method": "ωB97M-V/def2-TZVPD",
  "species": ["P", "P", "O", "O", "O", "O", "O", "O", "O", "O", "O", "O", "O", "O", "O", "N", "N", "N", "N", "N", "C", "C", "C", "C", "C", "C", "C", "C", "C", "C", "C", "C", "C", "C", "C", "C", "C", "H", "H", "H", "H", "H", "H", "H", "H", "H", "H", "H", "H", "H", "H", "H", "H", "H", "H", "H", "H", "H", "H", "H", "H", "H", "H", "H", "H", "H", "H", "H", "H", "H", "H"],
  "xyz": [[-1.024, 0.390, -2.984], [2.333, -2.838, 0.541], [2.532, -4.041, -0.621], [-2.496, 4.631, 1.774], [-0.096, -6.973, 5.025], [-5.765, 1.984, -1.592], [-6.833, 3.842, -1.931], [-3.074, 3.143, 3.241], [-0.909, -0.631, -4.359], [-1.104, -5.099, 4.607], [4.237, 3.488, 0.946], [3.847, -2.214, 0.835], [-2.710, 0.635, -2.835], [1.854, -3.532, 1.784], [2.324, 2.477, 0.785], [-6.021, 2.992, -2.236], [-0.303, -5.983, 4.351], [-3.251, 4.174, 2.614], [3.407, 2.685, 1.317], [1.264, -1.548, 0.017], [2.747, 1.287, -3.934], [-0.386, -0.527, -1.462], [-0.524, 0.181, 0.009], [3.479, -0.945, -2.634], [0.488, -5.827, 3.102], [-4.497, 4.933, 2.903], [2.387, -1.007, 3.668], [1.960, -1.443, -2.566], [1.263, -0.899, 3.198], [-0.003, -1.158, 2.293], [-2.888, 1.221, 0.606], [0.347, -0.943, 0.778], [3.652, 0.627, -2.806], [-2.071, 0.139, 0.327], [1.154, -0.866, -1.335], [-5.273, 3.198, -3.507], [3.726, 1.875, 2.523], [1.053, -4.903, 3.185], [-2.568, 2.202, 1.053], [4.471, -2.983, 0.836], [2.819, 2.418, -3.782], [-0.356, -2.240, 2.403], [-0.215, -5.786, 2.272], [3.410, 1.138, -1.816], [-0.034, 1.211, -0.018], [4.733, 0.878, -3.074], [-1.461, -1.433, -4.238], [-0.924, -1.521, -1.242], [3.712, 0.829, 2.225], [-4.727, 4.135, -3.419], [-0.849, -0.510, 2.660], [-3.093, -0.087, -2.284], [4.099, -1.539, -3.385], [1.967, -2.569, -2.652], [1.156, -6.679, 3.000], [-5.999, 3.239, -4.317], [3.453, -1.101, 4.018], [3.125, 1.108, -4.992], [-2.560, -0.888, 0.281], [-4.588, 2.365, -3.646], [1.616, 0.148, -1.099], [1.625, -4.276, -0.936], [1.451, -1.064, -3.515], [4.710, 2.159, 2.889], [3.937, -1.205, -1.615], [-4.520, 5.820, 2.275], [1.645, 1.040, -3.836], [-5.339, 4.279, 2.679], [-4.004, 1.100, 0.417], [-4.478, 5.205, 3.957], [2.962, 2.084, 3.270]],
  "lowdin_charge": [0.9360, 0.6291, -0.1249, 0.0609, 0.0784, 0.0333, 0.0760, 0.0439, -0.2956, 0.0480, 0.0976, -0.1280, -0.3039, -0.2653, 0.0227, -0.4421, -0.4483, -0.4475, -0.4391, 0.0095, -0.1139, -0.3424, -0.1613, -0.1886, 0.0245, 0.0538, 0.0865, -0.1431, -0.0873, -0.0697, 0.0629, -0.0605, -0.2393, -0.1655, -0.2586, 0.0480, 0.0355, 0.0593, 0.0559, 0.1167, 0.0882, 0.1470, 0.0977, 0.0926, 0.1748, 0.1205, 0.0627, 0.1344, 0.0676, 0.1047, 0.1275, 0.0552, 0.1278, 0.1060, 0.0992, 0.1048, 0.0881, 0.0896, 0.1270, 0.0728, 0.1437, 0.1006, 0.0974, 0.1020, 0.0919, 0.0989, 0.0205, 0.1054, 0.0881, 0.1053, 0.1042],
  "e_lumo_ev": -4.9761,
  "mol_weight_g_mol": 578.4,
  "charge": 1,
  "homo_lumo_gap_ev": 7.2761,
  "homo_ev": -12.3
}



Entry 3:
{
  "formula": "C17H34NO11P2S",
  "method": "ωB97M-V/def2-TZVPD",
  "species": ["S", "P", "P", "O", "O", "O", "O", "O", "O", "O", "O", "O", "O", "O", "N", "C", "C", "C", "C", "C", "C", "C", "C", "C", "C", "C", "C", "C", "C", "C", "C", "C", "H", "H", "H", "H", "H", "H", "H", "H", "H", "H", "H", "H", "H", "H", "H", "H", "H", "H", "H", "H", "H", "H", "H", "H", "H", "H", "H", "H", "H", "H", "H", "H", "H", "H"],
  "xyz": [[-1.447, -2.754, -2.425], [1.731, 5.236, 7.540], [-0.334, 1.508, 2.571], [2.193, 3.946, 6.572], [-0.945, 2.820, 3.431], [-2.494, -3.719, -2.419], [0.056, 0.216, 1.540], [0.957, 6.633, 8.035], [1.001, 1.558, 3.233], [2.692, -3.030, -5.604], [0.658, 4.321, 8.367], [-1.360, 0.524, 3.381], [3.012, 5.426, 8.268], [-1.800, -1.472, -1.919], [-0.977, -2.638, -4.119], [-0.979, -1.486, -4.778], [2.511, -4.436, -5.696], [-0.068, -3.526, -1.547], [-0.841, -0.652, 3.996], [0.217, -5.080, -6.740], [-1.416, 0.121, -7.966], [1.149, 3.236, 9.147], [-0.705, -0.101, -6.835], [-0.249, -3.806, -6.029], [-0.312, 6.932, 7.427], [-2.252, 3.303, 3.063], [-0.862, -0.071, 0.474], [-0.261, -2.597, -6.779], [1.773, -4.910, -6.975], [-0.642, -1.419, -6.139], [1.318, 3.611, 5.473], [-0.614, -3.813, -4.711], [2.207, 3.349, 9.382], [-1.070, -1.518, 3.372], [-1.337, -0.773, 4.957], [0.083, -5.971, -6.109], [-0.523, -0.967, -0.032], [0.037, -2.580, -7.830], [-2.456, -0.227, -8.003], [0.843, -3.343, -2.142], [-0.622, -4.728, -4.121], [1.692, 2.712, 4.996], [-0.146, 0.751, -6.418], [-0.212, 6.998, 6.341], [0.077, -3.055, -0.565], [3.519, -4.889, -5.671], [1.952, -4.824, -4.828], [-2.275, 3.586, 2.009], [-3.010, 2.541, 3.255], [-1.870, -0.246, 0.863], [0.301, 3.423, 5.832], [0.579, 3.204, 10.074], [-2.473, 4.180, 3.667], [-0.880, 0.752, -0.241], [-0.952, 0.672, -8.790], [0.991, 2.301, 8.605], [-1.252, -0.573, -4.243], [2.148, -5.911, -7.224], [-0.237, -4.599, -1.397], [0.235, -0.589, 4.155], [-0.323, -5.221, -7.687], [1.308, 4.421, 4.743], [-0.653, 7.892, 7.807], [1.874, -4.184, -7.798], [2.784, -2.636, -6.478], [-1.050, 6.168, 7.683]],
  "lowdin_charge": [0.6942, 0.5819, 0.6579, -0.2304, -0.2435, -0.2466, -0.2437, -0.2230, -0.2586, -0.0648, -0.2807, -0.2828, -0.2631, -0.2485, -0.0878, 0.0313, -0.2490, -0.0811, -0.0967, -0.1107, 0.0577, -0.1059, -0.1221, -0.1672, -0.1221, -0.1081, -0.1331, 0.0994, -0.1397, -0.1554, -0.1234, -0.0073, 0.0850, 0.0817, 0.0938, 0.1234, 0.0391, 0.1502, 0.0850, 0.0820, 0.1523, 0.0611, 0.1231, 0.0774, 0.0767, 0.1256, 0.1129, 0.0797, 0.0839, 0.0942, 0.0808, 0.0876, 0.0900, 0.0862, 0.0802, 0.0829, 0.1581, 0.1211, 0.0880, 0.0878, 0.1290, 0.0841, 0.0866, 0.1131, 0.0896, 0.0807],
  "e_lumo_ev": -4.9315,
  "mol_weight_g_mol": 522.5,
  "charge": 1,
  "homo_lumo_gap_ev": 5.7510,
  "homo_ev": -10.7
}